one) The following is a DFT calculation (the ωB97M-V functional and the def2-TZVPD basis) of one molecule with the formula C3H4N4O.

Geometry as XYZ:
```
12
Properties=species:S:1:pos:R:3
H -3.046 0.748 -0.472
N -2.370 -0.156 -0.268
C -1.351 0.465 0.177
N -0.067 -0.148 0.134
C 0.114 -1.537 -0.022
N 1.308 -1.828 0.003
N 2.004 -0.621 -0.149
C 1.202 0.308 -0.108
O 1.662 1.572 0.016
H -1.308 1.593 0.498
H -0.882 -2.002 0.553
H 2.735 1.604 -0.363
```

LUMO energy: 0.3 eV
HOMO-LUMO gap: 10.345 eV
HOMO level: -10.03 eV
Net charge: 0
SMILES: [H]/N=C/n1cnnc1O


two) The following is a DFT calculation (the ωB97M-V functional and the def2-TZVPD basis) of one molecule with the formula C3H4N4O.

Geometry as XYZ:
```
12
Properties=species:S:1:pos:R:3
C 0.211 -0.596 -1.365
N 0.278 0.604 -1.715
N -0.295 1.375 -0.843
C -0.120 1.315 0.498
O 0.962 0.442 0.941
C 0.380 -0.618 1.593
N -0.624 -1.298 1.066
N -0.730 -1.097 -0.383
H 0.730 -1.268 -2.148
H -0.889 1.684 1.274
H 0.924 -0.933 2.556
H -1.687 -0.704 -0.445
```

LUMO energy: 0.0 eV
HOMO-LUMO gap: 9.239 eV
HOMO level: -9.23 eV
Net charge: 0
SMILES: c1nncocn[nH]1


three) The following is a DFT calculation (the ωB97M-V functional and the def2-TZVPD basis) of one molecule with the formula C3H4N4O.

Geometry as XYZ:
```
12
Properties=species:S:1:pos:R:3
O -2.596 0.143 -0.114
N -1.862 -1.124 0.000
C -0.669 -0.670 0.145
N 0.414 -1.669 0.103
N 1.637 -1.421 0.037
C 2.103 -0.004 -0.093
C 1.115 0.977 0.099
N -0.164 0.590 0.360
H -3.427 -0.221 0.165
H 3.115 0.159 -0.336
H 1.237 2.045 -0.276
H -0.904 1.196 -0.091
```

LUMO energy: -0.1 eV
HOMO-LUMO gap: 8.716 eV
HOMO level: -8.82 eV
Net charge: 0
SMILES: O/N=c1/nncc[nH]1


Relative to the most stable one, in eV, the structures come out at one) 0.000; two) 1.953; three) 0.932.


one) The following is a DFT calculation (the ωB97M-V functional and the def2-TZVPD basis) of C7H19N3 as an isolated structure.

Geometry as XYZ:
```
29
Properties=species:S:1:pos:R:3
C -1.642 -1.139 -1.175
C -1.035 -1.889 0.949
C 0.045 -0.111 -0.287
C 2.313 -1.315 -0.057
C 2.188 1.068 -0.390
C -1.127 2.095 -0.745
C -0.660 1.321 1.650
H -1.615 -0.995 -2.197
H -2.112 -2.158 -1.356
H -2.314 -0.534 -0.712
H -2.367 -1.770 1.040
H -0.758 -3.174 1.008
H -0.536 -1.361 2.019
H -0.135 0.332 -1.299
H 3.065 -1.107 0.765
H 1.808 -2.096 0.432
H 2.579 -1.675 -1.133
H 3.195 1.224 0.181
H 2.304 1.102 -1.479
H 1.604 1.986 -0.163
H -1.881 2.572 -0.305
H 0.007 2.619 -1.038
H -1.423 1.746 -1.813
H -1.660 1.589 2.113
H -0.390 0.229 2.000
H 0.153 1.946 1.888
N -0.375 -1.402 -0.300
N 1.495 -0.101 0.186
N -0.730 0.999 0.219
```

LUMO energy: 0.8 eV
HOMO-LUMO gap: 9.032 eV
HOMO level: -8.19 eV
Net charge: 0


two) The following is a DFT calculation (the ωB97M-V functional and the def2-TZVPD basis) of a 2-piece molecular cluster, C7H19N3 overall.

Geometry as XYZ:
```
29
Properties=species:S:1:pos:R:3
C -1.102 -1.273 1.189
C 1.155 -0.315 1.264
C 0.755 -2.215 -0.134
C -2.115 -2.018 0.322
N 0.157 -1.004 0.438
N -1.736 -0.069 1.694
H -0.863 -1.895 2.068
H -1.194 0.391 2.413
H -1.914 0.594 0.949
H 0.771 0.641 1.615
H 1.460 -0.916 2.136
H 2.034 -0.097 0.658
H 0.959 -2.985 0.628
H 1.700 -1.952 -0.612
H 0.109 -2.645 -0.897
H -2.298 -1.467 -0.605
H -1.789 -3.025 0.065
H -3.053 -2.093 0.869
C 0.082 3.028 -0.564
C 0.931 2.081 -1.353
N 0.286 0.825 -1.877
C 2.197 1.980 -1.752
H -0.462 0.962 -2.556
H 0.011 0.158 -1.131
H 0.680 3.879 -0.239
H -0.763 3.412 -1.147
H -0.339 2.550 0.329
H 2.912 2.760 -1.481
H 1.426 0.709 -2.290
```

LUMO energy: 0.8 eV
HOMO-LUMO gap: 8.396 eV
HOMO level: -7.60 eV
Net charge: 0


Relative to the most stable one, in eV, the structures come out at one) 3.721; two) 0.000.


one) The following is a DFT calculation (the ωB97M-V functional and the def2-TZVPD basis) of C9H12N5 as an isolated structure.

Geometry as XYZ:
```
26
Properties=species:S:1:pos:R:3
C 2.371 -2.439 -0.530
C 4.351 0.003 0.956
C 2.448 -1.030 -0.565
C 3.387 -0.235 -0.004
C -1.440 -1.180 2.013
C 3.157 2.709 -0.516
C -0.452 -1.345 0.919
C -0.935 -0.634 -0.390
C 0.070 -0.865 -1.487
N 2.331 -3.582 -0.432
N 5.110 0.410 1.732
N 1.598 1.042 -1.111
N 1.383 -0.237 -1.076
N 2.688 1.401 -0.626
H -1.535 -0.126 2.278
H -2.453 -1.401 1.680
H -1.137 -1.784 3.005
H 2.397 3.343 -0.947
H 3.370 3.033 0.427
H 4.208 2.973 -1.121
H -0.203 -2.338 0.589
H 0.529 -0.844 1.097
H -1.931 -1.096 -0.681
H -1.157 0.512 -0.155
H -0.213 -0.215 -2.370
H 0.181 -1.864 -1.590
```

LUMO energy: -5.7 eV
HOMO-LUMO gap: 8.973 eV
HOMO level: -14.66 eV
Net charge: +1


two) The following is a DFT calculation (the ωB97M-V functional and the def2-TZVPD basis) of an isolated ion of composition C9H12N5 and charge +1.

Geometry as XYZ:
```
26
Properties=species:S:1:pos:R:3
N -2.022 3.103 0.599
C -1.033 2.244 0.739
N -0.462 2.031 1.927
C 0.552 1.096 2.182
C 0.995 0.053 1.697
C 1.430 -1.296 1.562
C 0.312 -2.291 1.060
C -0.331 -2.044 -0.336
N -0.960 -0.814 -0.358
C -0.604 0.230 -0.981
N 0.219 0.241 -2.154
C 0.595 1.659 -2.416
N 0.092 2.414 -1.322
C -0.608 1.654 -0.566
H -2.091 3.448 -0.326
H -2.281 3.479 1.486
H -1.027 2.416 2.662
H 2.151 -1.255 0.740
H 1.713 -1.826 2.427
H 0.946 -3.236 1.229
H -0.333 -2.145 1.914
H 0.391 -2.100 -1.076
H -1.117 -2.914 -0.547
H -0.131 -0.393 -2.851
H 0.141 1.800 -3.461
H 1.714 1.936 -2.339
```

LUMO energy: -4.0 eV
HOMO-LUMO gap: 8.340 eV
HOMO level: -12.35 eV
Net charge: +1
SMILES: [NH2+]=C1NC#CCCC/N=C2\NCN=C12


three) The following is a DFT calculation (the ωB97M-V functional and the def2-TZVPD basis) of a 2-piece molecular cluster, C9H12N5 overall.

Geometry as XYZ:
```
26
Properties=species:S:1:pos:R:3
C -0.017 4.186 -0.457
C 1.043 3.694 0.249
C -1.188 3.320 -0.428
C 1.018 2.593 1.044
C -1.272 2.239 0.463
C -0.125 1.814 1.096
C 0.029 -3.362 0.981
C 0.152 -2.623 -1.203
C 0.615 -3.793 -0.422
N 0.188 -2.126 1.289
N 0.573 -1.448 -0.791
N -0.302 -2.577 -2.432
N -0.026 0.792 2.012
N 0.669 -1.235 0.432
H 0.075 5.253 -0.824
H 2.032 4.271 0.335
H -2.087 3.692 -0.985
H 1.850 2.234 1.641
H -2.199 1.672 0.638
H -0.220 -3.955 1.759
H 1.699 -3.879 -0.270
H 0.205 -4.785 -0.562
H -0.619 -3.404 -2.880
H -0.470 -1.644 -2.959
H 0.405 0.841 2.906
H -0.671 0.027 1.997
```

LUMO energy (alpha / beta): -4.5 / -6.5 eV
HOMO-LUMO gap (alpha / beta): 7.953 / 3.858 eV
HOMO level (alpha / beta): -12.44 / -10.40 eV
Net charge: +1


Relative to the most stable one, in eV, the structures come out at one) 1.519; two) 0.000; three) 0.478.


one) The following is a DFT calculation (the ωB97M-V functional and the def2-TZVPD basis) of a 2-piece molecular cluster, C2HBrCl2F2 overall.

Geometry as XYZ:
```
8
Properties=species:S:1:pos:R:3
F 2.852 -0.423 1.899
C 2.919 -1.015 0.703
Cl 1.944 -2.401 0.550
C 3.719 -0.532 -0.251
Cl 3.845 -1.270 -1.788
Br 4.762 1.008 0.055
F -0.317 0.475 -0.492
H -1.110 0.183 -0.097
```

LUMO energy: 0.6 eV
HOMO-LUMO gap: 9.940 eV
HOMO level: -9.36 eV
Net charge: 0
SMILES: F/C(Cl)=C(/Cl)Br.F


two) The following is a DFT calculation (the ωB97M-V functional and the def2-TZVPD basis) of a 2-piece molecular cluster, C2HBrCl2F2 overall.

Geometry as XYZ:
```
8
Properties=species:S:1:pos:R:3
F 0.136 -0.472 1.997
C -0.231 0.081 0.848
F -0.114 1.422 0.846
C -0.928 -0.504 -0.075
Cl -1.217 0.392 -1.551
Br -1.344 -2.353 0.127
Cl 2.363 0.352 -0.851
H 1.335 1.082 -1.342
```

LUMO energy: 0.3 eV
HOMO-LUMO gap: 10.207 eV
HOMO level: -9.87 eV
Net charge: 0
SMILES: FC(F)=C(Cl)Br.Cl


Relative to the most stable one, in eV, the structures come out at one) 0.000; two) 0.290.